DFT (the ωB97M-V functional and the def2-TZVPD basis) results for a cluster of 17 separate species, C62H154N4O30 in total at a distorted geometry.

Geometry as ORCA input:
```
! wB97M-V def2-TZVPD RIJCOSX def2/J DEFGRID3
* xyz 1 2
C -1.058 6.106 -3.655
C -1.516 5.151 -4.774
C -1.102 5.793 -6.162
C -1.223 4.869 -7.440
C -0.402 3.594 -7.111
C -0.829 2.860 -5.836
N -0.835 3.811 -4.647
O -0.981 3.171 -3.426
C -2.197 2.134 -6.070
C 0.289 1.896 -5.549
C -3.010 4.902 -4.721
H -0.004 5.971 -3.414
H -1.571 5.832 -2.733
H -1.149 7.178 -3.832
H -1.807 6.586 -6.408
H -0.117 6.257 -6.206
H -0.803 5.459 -8.256
H -2.248 4.666 -7.748
H 0.655 3.858 -7.123
H -0.459 2.886 -7.938
H -2.919 2.675 -6.682
H -2.030 1.189 -6.587
H -2.600 1.874 -5.092
H 0.529 1.268 -6.407
H 1.220 2.313 -5.165
H -0.093 1.187 -4.814
H -3.577 5.832 -4.676
H -3.226 4.413 -3.771
H -3.373 4.314 -5.564
H -0.052 3.258 -3.200
C -4.364 4.999 2.290
C -2.829 5.045 2.473
C -2.052 5.218 1.198
C -2.160 6.554 0.532
C -1.603 7.600 1.510
C -2.335 7.583 2.867
N -2.353 6.176 3.317
O -2.606 6.024 4.647
C -1.502 8.517 3.814
C -3.789 8.108 2.909
C -2.359 3.669 3.037
H -4.734 3.977 2.204
H -4.759 5.451 1.380
H -4.855 5.421 3.166
H -1.005 4.923 1.272
H -2.506 4.462 0.558
H -3.181 6.732 0.197
H -1.624 6.613 -0.415
H -1.891 8.438 0.875
H -0.514 7.639 1.547
H -1.374 9.527 3.424
H -1.856 8.654 4.836
H -0.449 8.248 3.905
H -3.934 9.161 2.669
H -4.421 7.552 2.217
H -4.189 7.952 3.911
H -2.804 2.763 2.627
H -2.624 3.543 4.087
H -1.292 3.702 3.257
H -1.837 5.507 4.899
C 2.646 0.027 -2.049
C 1.566 -0.925 -1.556
C 2.085 -1.607 -0.249
C 1.112 -2.316 0.704
C 0.024 -1.323 1.153
C -0.666 -0.733 -0.092
N 0.257 -0.314 -1.167
O -0.279 0.187 -2.276
C -1.799 -1.854 -0.547
C -1.295 0.595 0.380
C 1.293 -2.089 -2.636
H 2.360 0.306 -3.063
H 3.617 -0.468 -2.072
H 2.615 0.911 -1.411
H 2.904 -2.286 -0.486
H 2.576 -0.751 0.213
H 1.640 -2.730 1.563
H 0.659 -3.187 0.230
H 0.576 -0.607 1.762
H -0.760 -1.704 1.808
H -2.293 -2.297 0.318
H -2.578 -1.398 -1.157
H -1.367 -2.737 -1.018
H -1.725 1.173 -0.439
H -2.126 0.345 1.040
H -0.594 1.135 1.016
H 2.200 -2.557 -3.018
H 0.684 -1.730 -3.465
H 0.728 -2.881 -2.143
H -0.202 1.140 -2.185
C 2.193 -0.160 7.436
C 2.039 -1.642 7.533
C 0.560 -1.906 7.981
C 0.140 -3.314 7.728
C 0.188 -3.656 6.254
C 1.662 -3.442 5.848
N 2.256 -2.171 6.193
O 3.601 -2.051 5.748
C 2.451 -4.745 6.288
C 1.621 -3.507 4.326
C 3.070 -2.196 8.571
H 2.132 0.361 8.392
H 1.539 0.332 6.715
H 3.169 0.136 7.052
H 0.454 -1.648 9.035
H -0.133 -1.202 7.519
H -0.908 -3.336 8.024
H 0.712 -4.032 8.317
H -0.417 -2.874 5.795
H -0.271 -4.633 6.102
H 3.470 -4.803 5.905
H 2.442 -4.948 7.359
H 1.977 -5.655 5.922
H 2.599 -3.770 3.923
H 0.834 -4.198 4.027
H 1.375 -2.538 3.890
H 2.802 -1.928 9.593
H 4.083 -1.859 8.351
H 3.028 -3.283 8.635
H 3.603 -1.322 5.123
C -0.066 -5.815 -0.065
C -0.157 -6.359 -1.487
O -1.471 -6.601 -1.972
O -0.836 -6.504 0.914
H -0.413 -4.786 0.025
H 0.881 -5.865 0.471
H 0.325 -7.325 -1.632
H 0.282 -5.636 -2.175
H -2.007 -5.805 -1.999
H -1.704 -6.118 1.051
C -3.508 -4.047 2.978
C -3.917 -4.762 1.680
O -3.469 -6.080 1.768
O -4.144 -4.732 4.055
H -3.791 -2.995 2.987
H -2.419 -4.094 3.009
H -3.462 -4.238 0.840
H -4.997 -4.797 1.536
H -3.898 -6.337 2.587
H -4.384 -4.030 4.665
C 1.397 5.319 -0.840
C 0.779 3.893 -0.931
O 1.321 3.131 -1.962
O 2.611 5.395 -0.228
H 0.837 6.008 -0.207
H 1.576 5.878 -1.758
H -0.298 3.996 -1.064
H 0.931 3.420 0.039
H 2.182 2.866 -1.630
H 3.317 4.896 -0.645
C 3.827 -4.977 1.222
C 4.705 -6.217 1.617
O 5.813 -6.277 0.662
O 4.615 -3.810 1.594
H 2.897 -4.907 1.787
H 3.592 -4.953 0.158
H 4.141 -7.150 1.624
H 5.014 -6.142 2.660
H 6.649 -5.861 0.883
H 5.384 -3.907 1.026
C 7.433 -2.153 -0.054
C 6.232 -1.205 -0.054
O 5.599 -1.058 1.220
O 7.034 -3.439 0.333
H 8.202 -1.787 0.627
H 7.785 -2.219 -1.083
H 5.428 -1.523 -0.718
H 6.443 -0.186 -0.379
H 5.144 -1.900 1.297
H 7.782 -4.040 0.294
C -2.498 -1.039 -4.626
C -3.837 -0.475 -4.204
O -4.844 -1.484 -4.019
O -2.012 -1.799 -3.536
H -1.722 -0.284 -4.753
H -2.520 -1.658 -5.522
H -4.050 0.243 -4.996
H -3.688 0.183 -3.348
H -5.142 -1.438 -3.107
H -1.486 -1.159 -3.052
C -0.674 -4.981 -4.845
C 0.804 -5.045 -5.168
O 1.170 -6.242 -5.861
O -1.483 -4.357 -5.829
H -0.790 -4.495 -3.876
H -1.128 -5.970 -4.781
H 1.420 -4.831 -4.294
H 0.990 -4.253 -5.895
H 0.415 -6.510 -6.389
H -2.368 -4.210 -5.487
C -5.903 0.148 -0.783
C -5.028 0.001 0.511
O -5.730 -0.850 1.360
O -6.025 -0.964 -1.577
H -5.375 0.898 -1.372
H -6.901 0.497 -0.519
H -4.777 0.914 1.052
H -4.145 -0.567 0.217
H -6.298 -0.347 1.949
H -6.585 -1.644 -1.194
C -4.459 -5.074 -4.168
C -4.525 -4.655 -2.632
O -3.246 -4.146 -2.338
O -4.056 -3.908 -4.985
H -5.430 -5.455 -4.485
H -3.801 -5.926 -4.337
H -4.630 -5.533 -1.994
H -5.267 -3.876 -2.454
H -3.062 -3.346 -2.835
H -4.643 -3.172 -4.797
C 3.824 0.326 -6.293
C 4.770 0.656 -5.149
O 5.509 -0.489 -4.807
O 2.740 -0.332 -5.781
H 4.262 -0.331 -7.044
H 3.536 1.215 -6.854
H 4.127 0.882 -4.298
H 5.363 1.559 -5.299
H 4.892 -1.216 -4.698
H 2.225 -0.556 -6.559
C 6.174 2.568 -1.801
C 5.175 3.096 -0.835
O 4.029 3.469 -1.521
O 6.630 3.541 -2.763
H 5.805 1.726 -2.387
H 7.101 2.241 -1.331
H 5.678 3.929 -0.345
H 4.914 2.335 -0.100
H 4.338 3.988 -2.267
H 7.506 3.854 -2.528
C -3.633 0.476 4.805
C -2.275 -0.228 4.643
O -1.580 0.369 3.502
O -4.069 0.285 6.182
H -4.406 0.037 4.173
H -3.661 1.531 4.532
H -2.335 -1.314 4.580
H -1.671 -0.020 5.527
H -0.636 0.385 3.676
H -4.522 1.085 6.458
C 3.159 0.757 3.106
C 1.905 1.293 3.903
O 1.004 0.197 4.205
O 4.118 -0.001 3.762
H 3.538 1.675 2.655
H 2.836 0.062 2.331
H 1.406 2.018 3.261
H 2.230 1.664 4.875
H 1.456 -0.500 4.686
H 4.810 0.018 3.097
*
```

The gap between HOMO and LUMO (spin up / spin down) comes out at 0.2498 / 0.1031 Ha.

***

DFT (the ωB97M-V functional and the def2-TZVPD basis) results for a structure of composition C14H26GaO3S at a distorted geometry.

Geometry as ORCA input:
```
! wB97M-V def2-TZVPD RIJCOSX def2/J DEFGRID3
* xyz -1 1
C 4.436 2.214 0.804
C 3.977 1.991 -0.297
C 3.328 1.826 -1.719
C 2.728 0.348 -1.824
C 1.163 0.306 -2.102
Ga -0.014 0.479 -0.405
C -0.831 2.407 -0.499
C -1.767 2.634 0.767
O -3.024 3.330 0.415
C -3.907 2.427 -0.175
O -4.664 1.740 0.479
C 1.061 0.413 1.353
O 0.282 0.105 2.546
C 0.172 -1.298 2.778
C -1.371 -1.573 3.144
C -1.618 -0.818 -0.492
S -1.759 -1.717 -2.137
C -1.262 -3.484 -1.916
C -0.230 -3.586 -0.696
H 4.589 2.537 1.858
H 2.564 2.639 -1.853
H 4.143 1.996 -2.492
H 3.051 -0.307 -0.955
H 3.227 -0.117 -2.741
H 0.862 1.084 -2.869
H 0.941 -0.709 -2.565
H -1.423 2.418 -1.463
H 0.051 3.106 -0.513
H -1.982 1.647 1.276
H -1.205 3.310 1.474
H -3.881 2.318 -1.301
H 1.978 -0.257 1.264
H 1.478 1.462 1.514
H 0.505 -1.905 1.879
H 0.779 -1.653 3.674
H -1.976 -0.833 2.539
H -1.476 -1.324 4.238
H -1.677 -2.631 2.893
H -2.576 -0.202 -0.437
H -1.685 -1.549 0.366
H -0.777 -3.940 -2.832
H -2.214 -4.073 -1.728
H 0.413 -4.509 -0.755
H 0.457 -2.687 -0.741
H -0.863 -3.563 0.245
*
```

The gap between HOMO and LUMO comes out at 0.2681 Ha.

***

DFT (the ωB97M-V functional and the def2-TZVPD basis) results for the ion C4H9N2O with charge +1 at a distorted geometry.

Geometry as ORCA input:
```
! wB97M-V def2-TZVPD RIJCOSX def2/J DEFGRID3
* xyz 1 1
C -2.172 0.095 -1.309
O -0.869 0.083 -0.639
C -1.055 0.084 0.664
C 0.008 -0.137 1.560
N 1.356 -0.481 1.240
C 2.222 -0.130 0.273
N 1.819 0.444 -0.877
H -2.929 0.679 -0.740
H -2.608 -0.941 -1.282
H -2.143 0.568 -2.353
H -2.063 0.071 1.002
H -0.185 -0.347 2.606
H 1.849 -0.889 2.038
H 3.225 -0.172 0.668
H 0.948 0.261 -1.375
H 2.596 0.814 -1.476
*
```

The gap between HOMO and LUMO comes out at 0.3172 Ha.

***

DFT (the ωB97M-V functional and the def2-TZVPD basis) results for a cluster of 3 separate species, C4H15NO3 in total at a distorted geometry.

Geometry as ORCA input:
```
! wB97M-V def2-TZVPD RIJCOSX def2/J DEFGRID3
* xyz 0 1
C -1.685 -2.216 -1.101
C -1.248 -1.700 0.252
N -0.319 -0.592 0.146
C -0.091 0.061 1.445
C 1.143 0.935 1.492
O 1.363 1.631 0.268
H -1.855 -1.403 -1.802
H -0.956 -2.927 -1.502
H -2.590 -2.797 -0.962
H -2.117 -1.451 0.886
H -0.773 -2.481 0.853
H -0.731 0.113 -0.458
H -0.971 0.675 1.686
H -0.105 -0.705 2.219
H 2.028 0.384 1.810
H 1.022 1.685 2.277
H 1.658 0.903 -0.314
O -1.281 2.058 -0.739
H -0.390 2.368 -0.510
H -1.875 2.682 -0.308
O 1.993 -0.440 -1.381
H 2.653 -1.109 -1.579
H 1.275 -0.880 -0.863
*
```

The gap between HOMO and LUMO comes out at 0.3703 Ha.

***

DFT (the ωB97M-V functional and the def2-TZVPD basis) results for a structure of composition C38H47N5O2SSeSiTa.

Geometry as ORCA input:
```
! wB97M-V def2-TZVPD RIJCOSX def2/J DEFGRID3
* xyz 3 1
Ta -0.919 0.626 0.347
C -3.588 -0.036 -1.295
N -2.263 0.552 -1.598
C -1.513 -0.300 -2.574
C -0.170 0.340 -2.795
C 0.485 0.271 -4.009
C 1.670 0.979 -4.172
C 2.143 1.739 -3.117
C 1.435 1.741 -1.926
N 0.309 1.048 -1.757
C -2.499 1.865 -2.251
C -2.672 2.929 -1.222
C -3.410 4.076 -1.480
C -3.515 5.038 -0.496
C -2.892 4.810 0.725
C -2.172 3.650 0.896
N -2.040 2.720 -0.066
C -3.402 -1.329 -0.573
C -4.353 -2.330 -0.616
C -4.078 -3.540 0.001
C -2.843 -3.716 0.599
C -1.949 -2.662 0.597
N -2.223 -1.469 0.055
H -4.143 -0.196 -2.224
H -4.140 0.685 -0.691
H -2.071 -0.358 -3.513
H -1.407 -1.308 -2.174
H 0.060 -0.301 -4.823
H 2.195 0.956 -5.118
H 3.045 2.329 -3.204
H 1.777 2.316 -1.075
H -3.366 1.795 -2.910
H -1.642 2.122 -2.872
H -3.895 4.202 -2.438
H -4.082 5.943 -0.668
H -2.966 5.524 1.533
H -1.673 3.437 1.830
H -5.285 -2.173 -1.142
H -4.808 -4.339 -0.014
H -2.559 -4.652 1.055
H -0.974 -2.786 1.039
N -4.074 0.690 3.217
C -2.895 0.613 2.649
O -2.772 0.829 1.403
C -1.648 0.304 3.396
C -0.714 -0.361 2.390
H -4.896 0.937 2.686
H -4.183 0.528 4.207
H -1.845 -0.291 4.290
H -1.239 1.266 3.728
H -0.970 -1.415 2.343
H 0.306 -0.308 2.766
C 2.157 5.153 1.445
Si 1.754 3.842 2.681
C 0.483 4.326 3.935
C 3.217 2.953 3.369
Se 0.637 2.137 1.352
H 2.801 5.889 1.936
H 1.269 5.672 1.083
H 2.702 4.762 0.586
H 0.920 5.102 4.571
H 0.202 3.495 4.583
H -0.417 4.748 3.486
H 3.832 3.680 3.908
H 3.839 2.515 2.586
H 2.935 2.168 4.071
O 0.448 -0.914 -0.060
S 1.490 -1.824 0.671
C 1.887 -3.026 -0.604
C 0.846 -4.107 -0.673
C 0.040 -4.218 -1.800
C -0.867 -5.264 -1.913
C -0.972 -6.202 -0.898
C -0.174 -6.090 0.236
C 0.730 -5.046 0.350
C 3.020 -0.816 0.822
C 4.168 -1.190 -0.064
C 5.242 -1.901 0.460
C 6.310 -2.255 -0.354
C 6.308 -1.902 -1.694
C 5.240 -1.187 -2.223
C 4.176 -0.831 -1.411
H 2.875 -3.413 -0.341
H 1.981 -2.472 -1.538
H 0.153 -3.510 -2.614
H -1.468 -5.363 -2.808
H -1.655 -7.035 -0.997
H -0.233 -6.837 1.018
H 1.376 -4.991 1.220
H 3.286 -0.914 1.876
H 2.650 0.198 0.658
H 5.252 -2.173 1.510
H 7.144 -2.803 0.063
H 7.142 -2.176 -2.326
H 5.246 -0.903 -3.267
H 3.347 -0.265 -1.822
*
```

The gap between HOMO and LUMO comes out at 0.2654 Ha.

***

DFT (the ωB97M-V functional and the def2-TZVPD basis) results for the molecule C8H10N2O2 at a distorted geometry.

Geometry as ORCA input:
```
! wB97M-V def2-TZVPD RIJCOSX def2/J DEFGRID3
* xyz 0 1
C -2.905 -0.933 -0.840
C -2.068 -1.569 -0.101
C -2.471 0.253 -1.569
C -0.640 -1.151 0.019
C -1.200 0.556 -1.660
C 0.922 -0.354 1.452
C 2.990 1.220 1.345
C 1.487 0.895 1.189
N -0.217 -0.193 -1.044
N 1.068 -0.142 -1.048
O 1.542 -1.308 1.886
O -0.470 -0.408 1.171
H -3.982 -1.254 -0.799
H -2.452 -2.410 0.522
H -3.249 1.050 -1.806
H 0.034 -1.890 0.026
H -0.737 1.493 -2.214
H 3.111 1.681 2.303
H 3.479 0.292 1.370
H 3.439 1.846 0.525
H 0.873 1.812 1.061
H 1.446 0.514 -1.790
*
```

The gap between HOMO and LUMO (spin up / spin down) comes out at 0.2905 / 0.2549 Ha.

***

DFT (the ωB97M-V functional and the def2-TZVPD basis) results for a structure of composition C13H25IrN2O2Si at a distorted geometry.

Geometry as ORCA input:
```
! wB97M-V def2-TZVPD RIJCOSX def2/J DEFGRID3
* xyz 3 2
Ir -0.008 0.024 -0.034
C 2.124 1.328 -3.742
C 1.682 1.399 -2.323
O 1.126 0.367 -1.793
N 1.851 2.516 -1.658
C 1.591 2.658 -0.244
C 0.160 2.985 0.074
C -0.267 4.274 0.295
C -1.594 4.506 0.656
C -2.475 3.436 0.768
C -2.002 2.166 0.531
N -0.711 1.955 0.197
H 2.590 0.362 -3.936
H 2.822 2.123 -3.998
H 1.251 1.402 -4.396
H 2.268 3.299 -2.144
H 2.244 3.432 0.149
H 1.856 1.724 0.256
H 0.434 5.093 0.200
H -1.931 5.514 0.865
H -3.512 3.575 1.043
H -2.653 1.304 0.597
C 1.315 -3.503 0.411
Si 0.319 -2.721 1.834
C 0.698 -3.965 3.248
C -1.579 -2.635 1.908
C 0.769 -0.858 1.643
H 0.665 -4.257 -0.048
H 2.219 -3.992 0.773
H 1.589 -2.738 -0.322
H 0.239 -4.921 2.991
H 0.257 -3.560 4.161
H 1.780 -4.064 3.333
H -1.968 -3.566 1.486
H -1.948 -1.779 1.329
H -1.928 -2.543 2.937
H 1.856 -0.725 1.587
H 0.367 -0.273 2.488
C -2.310 -1.564 -1.820
O -0.904 -1.472 -1.376
H -2.925 -1.737 -0.942
H -2.408 -2.408 -2.496
H -2.620 -0.656 -2.330
H -0.326 -1.505 -2.156
*
```

The gap between HOMO and LUMO (spin up / spin down) comes out at 0.1704 / 0.1924 Ha.